Entry 1:
Below is a cluster of 2 separate species, C9H11N2S in total in a non-equilibrium geometry, with properties calculated with ωB97M-V with the def2-TZVPD basis set.

Last column: natural (NBO) charge in e.
Cartesian coordinates (Å):
S1 -1.502 -0.207 -3.185  0.45
N1 -0.055 -2.004 1.139  -0.42
N2 2.074 0.165 0.321  -0.71
C1 1.000 -1.952 1.926  -0.24
C2 -0.892 2.203 -0.009  -0.07
C3 -0.054 -0.494 -2.228  -0.34
C4 -1.066 1.312 -1.214  -0.13
C5 0.008 0.325 -1.150  -0.17
C6 -1.968 1.137 -2.151  -0.32
C7 0.255 1.833 0.627  -0.33
C8 0.901 0.696 -0.054  0.34
C9 -0.853 -0.964 1.032  -0.24
H1 -1.654 2.930 0.152  0.25
H2 1.325 -0.907 2.300  0.20
H3 -0.361 -2.859 0.784  0.43
H4 -1.863 -1.001 0.643  0.23
H5 2.538 -0.527 -0.279  0.43
H6 2.769 0.560 1.011  0.44
H7 0.595 -1.302 -2.554  0.25
H8 0.573 2.294 1.639  0.26
H9 -0.497 -0.065 1.535  0.20
H10 1.569 -2.891 2.154  0.23
H11 -2.844 1.718 -2.437  0.27

Summary:
total charge = +1
energy relative to the best compared isomer or geometry (same formula, charge and spin) = 3.437 eV
E_tot = -23316.3370 eV
highest occupied orbital energy (alpha / beta) = -11.04 / -10.36 eV

***

Entry 2:
Below is an isolated molecule of C9H11NO in a non-equilibrium geometry, with properties calculated with ωB97M-V with the def2-TZVPD basis set.

Last column: natural (NBO) charge in e.
Cartesian coordinates (Å):
O1 -0.879 -1.624 0.609  -0.38
N1 -0.399 0.572 -0.232  -0.38
C1 0.214 -2.270 0.986  0.06
C2 0.385 2.377 -1.214  -0.30
C3 -1.234 -0.460 0.099  0.45
C4 -2.683 -0.319 -0.298  -0.66
C5 0.985 2.298 0.026  -0.29
C6 1.571 -1.988 0.963  -0.33
C7 2.285 -1.143 0.217  -0.39
C8 -0.427 1.305 -1.352  -0.06
C9 0.460 1.203 0.681  -0.06
H1 -3.221 -1.209 -0.181  0.23
H2 -1.022 0.798 -2.055  0.20
H3 3.398 -0.918 0.393  0.20
H4 2.197 -2.538 1.583  0.22
H5 1.540 3.150 0.327  0.23
H6 -0.220 -3.060 1.521  0.18
H7 1.934 -0.570 -0.655  0.19
H8 0.272 3.151 -2.016  0.23
H9 -3.220 0.499 0.333  0.23
H10 0.671 0.843 1.683  0.23
H11 -2.605 -0.097 -1.418  0.21

Summary:
energy relative to the best compared isomer or geometry (same formula, charge and spin) = 5.437 eV
E_tot = -13043.6370 eV
highest occupied orbital energy (alpha / beta) = -6.94 / -6.75 eV

***

Entry 3:
Below is an isolated molecule of C9H11NO2 in a non-equilibrium geometry, with properties calculated with ωB97M-V with the def2-TZVPD basis set.

Last column: natural (NBO) charge in e.
Cartesian coordinates (Å):
O1 1.214 2.775 0.082  -0.70
O2 3.962 -1.016 0.311  -0.70
N1 -3.492 -0.270 -0.189  -0.86
C1 1.588 -1.450 -0.162  -0.34
C2 0.104 0.702 -0.041  -0.14
C3 -1.064 -1.418 0.059  -0.46
C4 2.523 0.896 0.046  -0.35
C5 0.390 -0.786 -0.148  0.09
C6 -1.322 1.013 -0.082  -0.46
C7 1.282 1.389 -0.096  0.37
C8 -1.987 -0.235 0.465  -0.01
C9 2.695 -0.548 -0.041  0.34
H1 0.469 3.111 -0.542  0.47
H2 1.724 -2.429 -0.649  0.23
H3 -3.878 -1.160 -0.052  0.35
H4 4.391 -1.532 -0.455  0.48
H5 3.470 1.471 0.088  0.25
H6 -1.650 1.201 -1.010  0.23
H7 -2.332 -0.012 1.558  0.20
H8 -1.647 1.823 0.646  0.22
H9 -1.348 -1.764 -0.923  0.23
H10 -1.019 -2.152 0.842  0.23
H11 -4.072 0.390 0.296  0.35

Summary:
SMILES string = N[C@H]1Cc2cc(O)cc(O)c2C1
energy relative to the best compared isomer or geometry (same formula, charge and spin) = 3.292 eV
E_tot = -15093.8926 eV
highest occupied orbital energy = -8.32 eV

***

Entry 4:
Below is a cluster of 2 separate species, C9H11NO2S in total in a non-equilibrium geometry, with properties calculated with ωB97M-V with the def2-TZVPD basis set.

Last column: natural (NBO) charge in e.
Cartesian coordinates (Å):
S1 2.734 0.874 0.261  1.95
O1 3.310 2.064 0.795  -0.90
O2 2.790 0.751 -1.189  -0.95
N1 -0.388 -1.275 0.125  -0.54
C1 1.197 -3.152 -0.442  -0.67
C2 2.520 -0.517 1.137  -0.87
C3 -2.202 2.548 -0.080  -0.22
C4 -1.113 2.236 -0.888  -0.18
C5 -2.033 0.331 0.922  -0.25
C6 -0.467 1.031 -0.809  -0.26
C7 -0.924 0.035 0.081  0.13
C8 0.814 -1.712 -0.320  0.25
C9 -2.738 1.535 0.701  -0.19
H1 2.200 -3.127 -0.485  0.25
H2 1.262 -0.910 -0.931  0.26
H3 0.625 -3.606 -1.303  0.24
H4 -2.573 -0.471 1.597  0.22
H5 2.160 -0.295 2.067  0.18
H6 -1.095 -1.730 0.646  0.40
H7 -0.769 2.976 -1.627  0.22
H8 0.777 -3.734 0.429  0.23
H9 -2.697 3.525 -0.218  0.22
H10 -3.670 1.725 1.174  0.22
H11 0.280 0.898 -1.643  0.25

Summary:
energy relative to the best compared isomer or geometry (same formula, charge and spin) = 6.166 eV
E_tot = -25926.1107 eV
highest occupied orbital energy (alpha / beta) = -7.91 / -7.91 eV